1.
This record from the OMol25 dataset describes a 2-piece molecular cluster, CH2F2O3 overall in a non-equilibrium geometry. The level of theory is ωB97M-V with the def2-TZVPD basis set.

Cartesian coordinates (Å):
F 1.8931 0.2307 0.8379
F 1.5157 -0.2486 -1.1953
O 0.2768 -1.2319 0.3717
O -1.4754 0.4707 0.2317
O -0.3660 1.3195 -0.1174
C 1.0929 -0.4307 0.0373
H -1.9665 0.3227 -0.6061
H -0.9706 -0.4325 0.4402

Cartesian forces, eV/Å:
-0.1655 -0.5168 0.0431
-0.0890 -0.4934 0.2784
-0.0740 -0.6376 0.2095
-0.4785 -1.2554 0.0332
0.7565 -0.1613 -0.1292
0.5014 2.0090 -0.6235
0.2613 0.1561 0.4099
-0.7122 0.8995 -0.2215

- LUMO level (eV) = 0.33
- charge = 0
- relative energy (zero: lowest compared OMol25 entry of this formula, charge and spin) (kcal per mole) = 36.9
- gap between HOMO and LUMO (eV) = 10.226
- maximum force (Eh/bohr) = 0.0421

These are the Löwdin partial charges, in e, on atoms 1 to 5: 0.20, 0.19, 0.14, -0.01, -0.20

2.
This record from the OMol25 dataset describes a 2-piece molecular cluster, CH2F3N overall in a non-equilibrium geometry. The level of theory is ωB97M-V with the def2-TZVPD basis set.

Cartesian coordinates (Å):
F -0.3701 -1.5051 -2.8714
F -0.3193 1.2924 -0.9856
F 0.4064 -2.6107 -1.1284
N 0.5972 -1.6117 -1.9679
C -0.6536 0.1926 -0.2858
H -1.6319 -0.2345 -0.4933
H -0.0064 -0.4265 0.4052

Cartesian forces, eV/Å:
-1.1183 -1.1176 0.0278
0.2420 -0.8656 0.8118
-1.3390 -1.2610 -0.0232
2.3775 2.3426 -0.0147
-0.1825 -1.3349 0.5403
0.1069 0.4914 -0.2470
-0.0866 1.7451 -1.0949

- LUMO level (alpha / beta) (eV) = -0.56 / 0.44
- charge = 0
- relative energy (zero: lowest compared OMol25 entry of this formula, charge and spin) (kcal per mole) = 176.9
- gap between HOMO and LUMO (alpha / beta) (eV) = 8.050 / 11.200
- maximum force (Eh/bohr) = 0.0649

These are the Löwdin partial charges, in e, on atoms 1 to 5: -0.02, -0.05, -0.02, 0.02, -0.06

3.
This record from the OMol25 dataset describes one molecule with the formula CH2F3N in a non-equilibrium geometry. The level of theory is ωB97M-V with the def2-TZVPD basis set.

Cartesian coordinates (Å):
F -0.4626 -2.2931 0.6501
F -1.6681 -1.6836 -1.0236
F 0.5058 -1.9085 -1.2167
N -0.1853 -0.1822 0.1189
C -0.4740 -1.4627 -0.3710
H -0.1923 0.7065 -0.4214
H -0.7093 0.0352 0.9805

Cartesian forces, eV/Å:
-0.3340 -0.5746 0.9063
0.8271 0.6234 0.3060
-0.7873 0.7086 0.0923
-0.7747 1.6766 0.6555
0.6429 -0.0693 -1.0737
-0.0068 -1.7350 -0.2768
0.4326 -0.6297 -0.6095

- LUMO level (eV) = 0.86
- structure (SMILES) = NC(F)(F)F
- charge = 0
- relative energy (zero: lowest compared OMol25 entry of this formula, charge and spin) (kcal per mole) = 0.0
- gap between HOMO and LUMO (eV) = 12.192
- maximum force (Eh/bohr) = 0.0381

These are the Löwdin partial charges, in e, on atoms 1 to 5: 0.14, 0.09, 0.10, 0.14, -0.71

4.
This record from the OMol25 dataset describes an isolated ion of composition CH2F3N2 and charge +1 in a non-equilibrium geometry. The level of theory is ωB97M-V with the def2-TZVPD basis set.

Cartesian coordinates (Å):
F 1.6305 -1.8302 -0.0645
F 2.4023 1.6059 -0.0901
F 3.6572 -0.1990 0.0229
N 0.1749 -0.1260 0.0231
N 2.4518 0.2443 0.0927
C 1.3728 -0.5696 0.0642
H -0.2352 0.7356 0.3863
H -0.5718 -0.7662 -0.2876

Cartesian forces, eV/Å:
-0.0935 0.7508 0.1626
-0.4091 -2.0016 0.2440
1.3175 -0.5518 -0.0123
-3.0493 -0.2841 0.0205
-2.0022 0.8862 0.2714
2.5668 1.0320 -0.8503
0.9837 0.1251 -0.1481
0.6860 0.0434 0.3122

- LUMO level (eV) = -5.10
- structure (SMILES) = NC(F)=[N+](F)F
- charge = +1
- relative energy (zero: lowest compared OMol25 entry of this formula, charge and spin) (kcal per mole) = 0.0
- gap between HOMO and LUMO (eV) = 11.730
- maximum force (Eh/bohr) = 0.0596

These are the Löwdin partial charges, in e, on atoms 1 to 5: 0.27, 0.16, 0.21, 0.30, -0.01

5.
This record from the OMol25 dataset describes a 2-piece molecular cluster, CH2F3NO overall in a non-equilibrium geometry. The level of theory is ωB97M-V with the def2-TZVPD basis set.

Cartesian coordinates (Å):
F -0.3913 -1.4915 -1.0980
F -2.7772 1.7170 0.1054
F -0.3339 -1.2297 1.0061
O -0.7303 0.5961 -0.1296
N 1.2004 0.0430 0.0033
C -0.1001 -0.5725 -0.1462
H 1.5147 0.3275 0.9761
H 1.6176 0.6102 -0.7170

Cartesian forces, eV/Å:
1.0538 1.6101 0.0576
1.4034 -1.2300 -0.2580
0.2286 -0.5328 0.3818
-0.1526 1.8478 -0.6704
0.0884 0.0891 0.6965
-1.2646 -1.0234 1.8216
-1.0703 -0.7227 -1.5745
-0.2867 -0.0380 -0.4546

- LUMO level (alpha / beta) (eV) = -4.69 / -4.66
- charge = 0
- relative energy (zero: lowest compared OMol25 entry of this formula, charge and spin) (kcal per mole) = 117.8
- gap between HOMO and LUMO (alpha / beta) (eV) = 5.824 / 5.877
- maximum force (Eh/bohr) = 0.0475

These are the Löwdin partial charges, in e, on atoms 1 to 5: 0.15, -0.29, 0.12, 0.19, 0.28

6.
This record from the OMol25 dataset describes a 2-piece molecular cluster, CH2F3NO2S overall in a non-equilibrium geometry. The level of theory is ωB97M-V with the def2-TZVPD basis set.

Cartesian coordinates (Å):
S -0.6972 1.1039 0.6470
F 1.9788 -1.5783 0.1875
F 2.5890 -0.0108 -1.1454
F 2.9914 0.1895 1.0165
O -2.5975 -0.3656 -0.4234
O -1.1764 1.9734 -0.4321
N -1.6813 -0.2822 0.6340
C 2.1647 -0.2575 0.0783
H -1.0633 -1.0753 0.4931
H -2.5081 0.3029 -1.0554

Cartesian forces, eV/Å:
0.3586 0.0730 0.4734
-0.0462 0.4783 0.3387
0.1200 0.4036 0.2628
-0.2759 -0.1856 -0.5403
-1.0636 -2.3750 1.8356
-0.1754 0.2336 -0.5210
0.1075 -0.0753 -0.6088
-0.0422 -0.5892 -0.0477
0.0848 -0.2717 0.2031
0.9325 2.3084 -1.3958

- LUMO level (alpha / beta) (eV) = -1.03 / -0.98
- charge = 0
- relative energy (zero: lowest compared OMol25 entry of this formula, charge and spin) (kcal per mole) = 101.2
- gap between HOMO and LUMO (alpha / beta) (eV) = 7.605 / 9.343
- maximum force (Eh/bohr) = 0.0619

These are the Löwdin partial charges, in e, on atoms 1 to 5: 0.93, 0.10, 0.14, 0.13, -0.08

7.
This record from the OMol25 dataset describes a 2-piece molecular cluster, CH2F3OPS overall in a non-equilibrium geometry. The level of theory is ωB97M-V with the def2-TZVPD basis set.

Cartesian coordinates (Å):
S 0.6462 1.2764 0.5576
P -2.5430 -0.3949 0.9198
F 1.7137 -0.3311 -1.3894
F 0.2552 -1.3393 -0.0948
F 2.2211 -0.9769 0.7002
O 0.5307 2.0630 -0.6489
C 1.2783 -0.4564 -0.1215
H -2.1290 0.9251 0.5335
H -1.9731 -0.7660 -0.4565

Cartesian forces, eV/Å:
0.9188 -2.3544 0.9464
1.0407 0.1693 -2.1551
-0.1611 -0.1560 1.3684
0.6389 0.3302 -0.3383
-0.2502 0.6277 -0.8653
-0.3182 1.3261 -1.5880
-0.4697 0.0780 0.4976
-0.4191 -0.1310 0.4209
-0.9801 0.1101 1.7133

- LUMO level (alpha / beta) (eV) = -1.44 / -1.74
- charge = 0
- relative energy (zero: lowest compared OMol25 entry of this formula, charge and spin) (kcal per mole) = 80.7
- gap between HOMO and LUMO (alpha / beta) (eV) = 8.415 / 7.408
- maximum force (Eh/bohr) = 0.0525

These are the Löwdin partial charges, in e, on atoms 1 to 5: 0.94, 0.56, 0.11, 0.01, 0.08

8.
This record from the OMol25 dataset describes one molecule with the formula CH2F3P in a non-equilibrium geometry. The level of theory is ωB97M-V with the def2-TZVPD basis set.

Cartesian coordinates (Å):
P -0.6741 -0.0159 0.0582
F 1.4792 0.6674 -0.8812
F -0.9071 -1.5869 0.5554
F 1.6743 0.7321 1.2443
C 1.0760 0.0432 0.2585
H -0.6320 -0.1125 -1.2499
H -2.0162 0.2726 0.0147

Cartesian forces, eV/Å:
-1.1062 -3.2169 1.6287
0.8814 0.0555 -0.2662
-0.0471 2.1495 -0.2476
-0.1457 -0.6748 0.0953
1.3437 1.5343 0.2232
0.4122 -0.2125 -2.3542
-1.3384 0.3648 0.9209

- LUMO level (eV) = -0.24
- structure (SMILES) = F[PH2]=C(F)F
- charge = 0
- relative energy (zero: lowest compared OMol25 entry of this formula, charge and spin) (kcal per mole) = 98.3
- gap between HOMO and LUMO (eV) = 8.712
- maximum force (Eh/bohr) = 0.0733

These are the Löwdin partial charges, in e, on atoms 1 to 5: 0.90, -0.06, -0.31, 0.01, -0.46